Record 1
Here is a 4-piece molecular cluster, H8O4 overall from the Open Molecules 2025 dataset. Energies are from wB97M-V/def2-TZVPD.

```
12
Properties=species:S:1:pos:R:3:forces:R:3:nbo_charge:R:1
O 0.043 7.489 11.910 0.110 -0.004 -0.258 -0.942
H -0.448 6.954 12.534 -0.216 -0.220 0.225 0.478
H 0.227 8.300 12.384 0.055 0.189 0.089 0.464
O -2.417 2.135 16.878 -0.092 0.251 0.028 -0.939
H -1.505 1.847 16.876 0.260 -0.032 0.024 0.470
H -2.905 1.388 16.530 -0.171 -0.174 -0.083 0.469
O -2.249 5.990 14.809 0.124 0.092 -0.335 -0.955
H -2.435 6.605 15.518 -0.068 0.248 0.298 0.479
H -2.479 5.133 15.168 -0.031 -0.292 0.100 0.476
O -3.546 8.288 17.495 0.170 -0.267 -0.019 -0.941
H -4.404 8.308 17.070 -0.270 -0.029 -0.090 0.471
H -3.235 9.192 17.450 0.128 0.238 0.021 0.471
```
Positions in Å, forces in eV/Å.

Output
Electronic energy ... -8319.705 eV
SMILES ... O.O.O.O
Largest force on an atom ... 0.39 eV/A
Energy above the lowest of the compared OMol25 structures with the same formula, charge and spin ... 22.4 kcal per mole

Record 2
Here is a 2-piece molecular cluster, C4H8O2 overall from the Open Molecules 2025 dataset. Energies are from wB97M-V/def2-TZVPD.

```
14
Properties=species:S:1:pos:R:3:forces:R:3:nbo_charge:R:1
O -2.011 1.097 0.631 0.048 0.129 -0.075 -0.654
C -0.994 0.398 0.097 0.110 -0.212 -0.092 0.351
C -0.675 -0.900 0.114 -0.133 0.051 0.017 -0.350
C 0.648 -0.632 -0.578 0.085 0.109 0.293 0.096
O 0.867 -1.179 -1.860 0.017 -0.171 -0.057 -0.715
C 0.228 0.862 -0.654 0.028 0.136 -0.029 -0.475
H -1.915 2.026 0.388 -0.050 -0.121 0.048 0.485
H -1.134 -1.791 0.527 0.055 0.121 -0.065 0.213
H 1.531 -0.784 0.063 -0.146 0.002 -0.142 0.158
H 0.953 -2.132 -1.758 0.006 0.034 -0.100 0.468
H 0.053 1.186 -1.685 0.013 -0.027 0.138 0.225
H 0.885 1.573 -0.138 -0.103 -0.104 -0.046 0.207
H 1.002 0.358 2.630 0.028 -0.018 0.033 -0.010
H 0.561 -0.083 2.224 0.043 0.071 0.077 0.000
```
Positions in Å, forces in eV/Å.

Output
Electronic energy ... -8370.123 eV
SMILES ... OC1=C[C@@H](O)C1.[H][H]
Largest force on an atom ... 0.32 eV/A
Energy above the lowest of the compared OMol25 structures with the same formula, charge and spin ... 72.8 kcal per mole

Record 3
Here is one molecule with the formula C25H23NO6S from the Open Molecules 2025 dataset. Energies are from wB97M-V/def2-TZVPD.

```
56
Properties=species:S:1:pos:R:3:forces:R:3:nbo_charge:R:1
C -2.163 -2.998 -0.397 0.084 0.376 -0.182 -0.634
C -1.785 -2.055 -1.530 0.117 -0.656 -0.120 -0.072
O -1.696 -0.711 -1.070 0.153 0.268 0.083 -0.504
C -0.527 -0.307 -0.563 0.156 -0.044 -0.147 0.801
O 0.475 -1.005 -0.555 -0.059 -0.162 0.025 -0.655
C -0.556 1.065 -0.079 0.233 0.237 0.152 -0.291
C -1.682 1.951 -0.036 0.189 0.250 0.055 -0.055
C -3.063 1.563 -0.358 -0.276 0.295 -0.264 0.080
C -3.697 2.138 -1.432 0.291 -0.052 0.283 -0.225
C -4.999 1.762 -1.787 -0.360 -0.176 0.009 -0.207
C -5.662 0.809 -1.067 -0.008 0.169 -0.241 -0.215
C -5.057 0.211 0.058 0.318 0.072 0.110 0.019
C -5.726 -0.765 0.826 -0.027 -0.155 0.149 -0.200
C -5.134 -1.322 1.925 -0.241 -0.050 -0.120 -0.223
C -3.848 -0.916 2.311 0.234 0.140 0.017 -0.217
C -3.171 0.024 1.585 -0.006 -0.130 0.197 -0.182
C -3.745 0.601 0.433 -0.401 0.010 -0.076 -0.089
C -1.319 3.203 0.340 0.225 -0.199 0.029 -0.432
S 0.374 3.369 0.667 -0.648 -0.079 -0.148 0.523
C 0.609 1.709 0.300 -0.232 0.107 -0.022 0.081
N 1.844 1.132 0.375 -0.162 -0.354 0.135 -0.650
C 2.964 1.884 0.537 0.424 -0.219 0.108 0.716
O 2.908 3.072 0.780 0.265 0.089 0.023 -0.595
C 4.268 1.108 0.505 -0.129 0.128 0.056 -0.320
C 4.501 0.242 -0.756 -0.167 -0.255 -0.053 -0.362
C 3.542 0.488 -1.902 -0.010 0.387 -0.111 0.805
O 2.961 1.516 -2.119 0.087 0.106 -0.093 -0.581
O 3.463 -0.569 -2.714 0.057 -0.621 -0.270 -0.685
C 4.430 -1.189 -0.157 0.654 -0.234 -0.594 0.092
C 5.774 -1.475 0.535 -0.180 -0.140 -0.083 -0.429
C 5.654 -0.566 1.772 -0.171 0.017 0.137 -0.432
C 4.231 -0.003 1.587 0.510 0.524 0.386 0.088
O 3.541 -1.046 0.931 -0.464 -0.254 0.084 -0.511
H -3.093 -2.673 0.064 -0.100 -0.021 0.052 0.220
H -2.286 -4.005 -0.784 -0.020 -0.133 -0.030 0.213
H -1.380 -3.002 0.358 0.050 -0.044 0.075 0.218
H -2.558 -2.039 -2.302 0.116 0.026 0.065 0.191
H -0.825 -2.350 -1.966 -0.219 0.070 -0.015 0.198
H -3.175 2.876 -2.024 0.093 0.033 -0.034 0.217
H -5.468 2.226 -2.643 -0.064 0.012 -0.056 0.213
H -6.661 0.502 -1.344 -0.094 -0.015 -0.032 0.208
H -6.722 -1.063 0.529 -0.091 -0.032 -0.016 0.207
H -5.653 -2.070 2.506 -0.069 -0.044 0.020 0.213
H -3.396 -1.353 3.190 0.064 -0.005 0.061 0.214
H -2.184 0.337 1.891 0.082 0.013 0.045 0.221
H -1.965 4.050 0.457 -0.188 0.176 0.033 0.238
H 1.874 0.123 0.196 0.023 0.316 0.079 0.472
H 5.071 1.827 0.670 -0.134 -0.042 0.009 0.245
H 5.494 0.428 -1.176 -0.068 -0.010 0.012 0.253
H 2.849 -0.387 -3.444 0.063 0.223 0.203 0.505
H 4.077 -1.952 -0.845 -0.007 0.053 0.071 0.230
H 6.628 -1.239 -0.095 0.045 -0.025 -0.053 0.210
H 5.827 -2.525 0.820 0.026 0.000 -0.023 0.221
H 6.402 0.223 1.797 0.034 0.045 0.057 0.213
H 5.717 -1.137 2.696 0.033 0.027 0.013 0.222
H 3.721 0.280 2.505 -0.033 -0.016 -0.052 0.219
```
Positions in Å, forces in eV/Å.

Output
Electronic energy ... -50910.572 eV
SMILES ... CCOC(=O)c1c(-c2cccc3ccccc23)csc1NC(=O)[C@@H]1[C@H](C(=O)O)[C@H]2CC[C@@H]1O2
Largest force on an atom ... 0.91 eV/A

Record 4
Here is a 9-piece molecular cluster, C21H37N3O26S6 overall from the Open Molecules 2025 dataset. Energies are from wB97M-V/def2-TZVPD.

```
93
Properties=species:S:1:pos:R:3:forces:R:3:mulliken_charge:R:1
C 2.909 2.085 3.329 1.298 -0.408 1.079 -0.701
N 2.274 2.971 2.358 0.041 1.386 -0.345 0.962
O 2.947 3.969 1.997 -1.643 -1.907 0.298 -0.557
O 1.126 2.695 2.039 1.185 0.613 -0.161 -0.480
H 2.759 1.030 3.099 -0.136 0.279 -0.216 0.219
H 2.571 2.299 4.343 -0.706 0.078 -0.248 0.338
H 3.965 2.346 3.398 -0.039 -0.197 -0.500 0.192
O -3.692 4.137 -4.644 -0.668 -3.155 2.496 -0.518
S -4.067 2.970 -3.823 0.220 1.231 2.087 1.093
O -4.627 1.786 -4.397 0.327 0.675 -0.167 -0.522
O -2.951 2.512 -2.685 1.410 0.544 -3.407 -0.309
C -3.526 1.945 -1.540 1.652 0.489 0.396 0.280
C -4.812 2.668 -1.399 -1.438 -1.123 0.822 -0.043
O -5.011 3.441 -2.548 -0.618 1.076 -1.830 -0.423
H -3.562 0.856 -1.579 -0.110 0.121 -0.072 0.200
H -2.862 2.313 -0.758 0.126 -0.745 0.106 -0.155
H -4.781 3.263 -0.486 -0.344 0.475 -0.416 0.183
H -5.568 1.889 -1.294 -0.588 0.415 -0.052 0.290
O 2.387 -5.091 3.560 -0.278 1.451 -1.989 -0.570
S 1.750 -4.195 2.606 -1.756 0.259 0.474 1.046
O 0.499 -3.562 3.045 2.783 -0.999 -1.335 -0.461
O 2.741 -3.068 1.926 -0.462 -1.164 1.343 -0.238
C 3.454 -3.608 0.795 -0.007 -0.500 -0.376 0.661
C 2.719 -4.947 0.420 -0.031 0.468 -0.539 -0.257
O 1.481 -4.923 1.155 0.308 0.320 1.136 -0.323
H 3.438 -2.812 0.050 -0.514 -0.417 -0.182 -0.635
H 4.521 -3.755 0.965 -0.110 -0.206 0.662 0.393
H 3.216 -5.902 0.591 0.464 0.357 0.674 0.268
H 2.506 -4.979 -0.648 -0.403 0.377 0.100 0.110
O 3.190 -0.023 0.451 2.747 -0.194 -0.779 -0.026
S 4.591 -0.042 0.005 0.205 -0.348 0.528 0.879
O 5.103 -1.255 -0.703 -1.178 3.848 2.169 -0.576
O 4.947 1.331 -0.769 0.336 -1.134 -0.235 -0.360
C 5.534 2.367 0.086 -2.017 0.569 -0.731 -0.018
C 6.186 1.638 1.207 0.972 0.130 0.333 -0.369
O 5.546 0.396 1.372 -1.646 -1.647 -1.496 -0.388
H 6.138 3.070 -0.486 0.426 -0.770 -0.294 0.314
H 4.686 2.990 0.370 -0.112 -0.179 0.512 0.036
H 6.085 2.190 2.141 0.090 -0.007 -0.017 0.299
H 7.240 1.472 0.985 0.084 -0.091 0.116 0.303
O -2.370 1.042 2.759 -0.706 -2.351 -2.269 -0.419
S -2.413 0.030 1.697 1.834 -0.445 -1.372 0.755
O -3.680 -0.566 1.160 3.666 1.772 1.786 -0.561
O -1.479 0.652 0.415 -2.804 0.563 1.119 -0.358
C -0.235 0.027 0.184 -0.435 -0.533 0.441 0.306
C 0.057 -0.713 1.472 0.016 0.017 -0.197 0.686
O -1.249 -1.177 1.951 -1.277 1.328 -0.094 -0.291
H -0.365 -0.714 -0.604 0.214 0.253 -0.342 -0.011
H 0.461 0.832 -0.051 0.179 -0.365 -0.045 0.097
H 0.557 -0.061 2.188 -0.272 -0.173 0.270 0.251
H 0.673 -1.577 1.222 -0.253 -0.110 0.528 -0.549
O 2.159 -0.821 -2.329 -0.342 -1.557 -0.597 -0.323
S 2.128 -2.238 -2.572 -0.540 -1.933 1.102 0.966
O 3.409 -2.973 -2.543 -3.240 1.215 -0.448 -0.568
O 1.007 -2.957 -1.520 3.014 0.917 0.262 -0.228
C 0.052 -3.778 -2.153 -1.300 0.072 0.358 0.042
C 0.426 -3.862 -3.630 0.095 0.587 1.812 -0.482
O 1.125 -2.602 -3.806 1.352 0.333 -0.889 -0.376
H -0.045 -4.783 -1.744 0.544 0.029 0.361 0.283
H -0.872 -3.270 -1.879 -0.393 -0.195 -0.793 -0.071
H -0.480 -3.922 -4.234 0.491 0.265 -0.325 0.360
H 1.080 -4.731 -3.698 0.200 0.246 -0.789 0.322
O -3.676 1.080 5.543 -0.368 3.409 0.284 -0.497
S -3.565 2.539 5.743 1.823 -2.220 -0.407 1.053
O -2.592 2.945 6.763 -2.238 -0.009 -2.390 -0.544
O -3.312 3.280 4.302 3.077 0.201 0.515 -0.251
C -4.462 3.579 3.507 -0.535 -1.428 3.161 -0.170
C -5.344 3.989 4.750 -2.093 -0.155 -1.767 -0.402
O -4.981 3.239 5.905 0.341 -0.362 0.296 -0.298
H -4.407 4.312 2.702 0.802 0.302 0.609 0.323
H -4.647 2.594 3.078 -1.074 0.158 -0.212 0.205
H -6.369 3.695 4.522 -0.176 0.181 0.235 0.271
H -5.346 5.048 5.007 0.458 -0.054 -0.209 0.318
C 2.688 4.446 -3.474 0.646 0.477 -1.498 -0.477
C 1.912 3.984 -2.413 -0.136 -0.740 -0.787 -0.196
C 1.217 2.900 -2.926 -0.496 0.942 1.630 -0.859
N 1.505 2.759 -4.248 -0.283 -0.603 0.020 0.028
C 2.439 3.678 -4.622 0.248 1.247 1.348 -0.667
H 3.301 5.332 -3.400 0.228 -0.146 -0.309 0.396
H 1.872 4.472 -1.450 -0.168 -0.475 0.099 0.515
H 0.493 2.378 -2.319 -0.154 -0.540 -0.779 0.592
H 0.991 2.163 -4.881 0.299 -0.017 0.234 0.230
H 2.827 3.782 -5.625 -0.173 -0.172 0.124 0.443
C -3.123 -5.205 -2.358 0.202 -0.431 -1.276 -0.245
C -3.474 -3.865 -2.157 -0.057 0.626 -0.013 -0.446
C -3.402 -3.649 -0.809 -0.073 1.222 0.321 -0.607
N -3.054 -4.793 -0.191 0.745 -1.210 -0.498 0.081
C -2.825 -5.771 -1.165 -0.317 -0.021 1.431 -0.924
H -3.084 -5.664 -3.335 -0.005 -0.260 0.149 0.481
H -3.698 -3.157 -2.942 -0.107 0.068 0.231 0.441
H -3.470 -2.747 -0.218 -0.291 0.054 -0.140 0.570
H -2.829 -4.855 0.792 -0.077 -0.117 -0.246 0.259
H -2.584 -6.791 -0.904 0.040 0.166 0.028 0.411
```
Positions in Å, forces in eV/Å.

Output
Electronic energy ... -145080.720 eV
SMILES ... C[N+](=O)[O-].O=S1(=O)OCCO1.O=S1(=O)OCCO1.O=S1(=O)OCCO1.O=S1(=O)OCCO1.O=S1(=O)OCCO1.O=S1(=O)OCCO1.c1cc[nH]c1.c1cc[nH]c1
Largest force on an atom ... 4.57 eV/A
Energy above the lowest of the compared OMol25 structures with the same formula, charge and spin ... 103.1 kcal per mole

Record 5
Here is a 2-piece molecular cluster, C23H24N3 overall from the Open Molecules 2025 dataset. Energies are from wB97M-V/def2-TZVPD.

```
50
Properties=species:S:1:pos:R:3:forces:R:3:nbo_charge:R:1
C 2.825 0.470 -1.175 0.932 -0.196 0.485 -0.748
C 2.018 1.608 -1.592 -0.806 0.018 -2.180 0.347
N 1.190 1.609 -2.625 1.231 -0.396 2.030 -0.279
C 0.639 2.783 -3.205 -0.882 0.700 -0.915 0.182
C 1.000 4.096 -2.977 -0.267 0.158 -0.190 -0.227
C 0.336 5.081 -3.734 -0.144 -0.409 0.021 -0.185
C -0.656 4.731 -4.671 0.171 -0.188 0.210 -0.176
C -0.979 3.390 -4.911 0.300 -0.197 0.354 -0.162
C -0.302 2.409 -4.186 0.312 1.326 0.393 -0.091
C -0.321 0.974 -4.242 0.176 -1.140 0.221 0.031
C 0.619 0.483 -3.298 -0.867 -0.325 -1.127 0.080
C 0.816 -0.875 -3.129 -0.018 -0.181 -0.068 -0.186
C 0.081 -1.751 -3.955 -0.069 0.420 0.051 -0.194
C -0.859 -1.268 -4.881 0.254 0.001 0.227 -0.170
C -1.075 0.106 -5.028 0.375 0.133 0.402 -0.186
H 3.647 0.883 -0.575 -0.172 -0.288 -0.116 0.260
H 2.248 -0.179 -0.496 -0.032 0.312 -0.133 0.330
H 3.251 -0.134 -1.989 -0.298 0.411 0.013 0.258
H 2.179 2.582 -1.135 -0.114 -0.164 -0.061 0.220
H 1.771 4.321 -2.242 -0.190 0.324 -0.263 0.223
H 0.584 6.131 -3.599 -0.025 -0.273 0.036 0.239
H -1.179 5.516 -5.220 0.239 -0.232 0.178 0.239
H -1.733 3.070 -5.632 0.207 0.367 0.098 0.232
H 1.516 -1.231 -2.380 -0.284 -0.230 -0.319 0.230
H 0.242 -2.826 -3.871 -0.054 0.333 0.043 0.237
H -1.427 -1.974 -5.487 0.200 0.194 0.182 0.238
H -1.802 0.530 -5.721 0.166 -0.340 0.112 0.232
C -0.972 -3.175 6.306 0.316 0.168 0.089 -0.412
C -2.378 -2.789 5.829 -0.140 0.036 -0.146 -0.413
C -2.209 -1.853 4.622 -0.212 0.221 -0.248 -0.196
N -0.766 -1.729 4.433 -0.042 0.148 0.484 -0.469
C -0.232 -1.207 3.269 0.062 0.083 -0.421 0.235
C -0.401 0.155 2.936 0.310 -0.269 -0.278 -0.260
C 0.204 0.635 1.773 -0.331 -0.763 0.573 0.045
N 0.858 -0.169 0.929 -0.054 -0.170 -0.370 -0.523
C 0.965 -1.479 1.199 -0.272 0.176 1.044 0.034
C 0.484 -2.037 2.384 -0.003 0.468 -0.375 -0.270
C 0.018 -2.612 5.280 0.285 -0.286 -0.299 -0.196
H -0.760 -2.724 7.278 -0.076 -0.227 -0.020 0.217
H -0.848 -4.257 6.376 -0.069 0.160 0.196 0.220
H -2.930 -3.679 5.519 -0.053 0.175 0.174 0.216
H -2.932 -2.276 6.616 -0.046 -0.226 -0.029 0.221
H -2.704 -2.290 3.734 0.271 0.198 0.172 0.181
H -2.666 -0.865 4.792 0.066 -0.271 0.001 0.191
H -0.936 0.816 3.616 0.125 -0.156 -0.190 0.233
H 0.161 1.696 1.522 -0.008 -0.266 0.018 0.190
H 1.470 -2.125 0.474 -0.078 0.334 0.095 0.186
H 0.615 -3.098 2.605 -0.032 0.371 -0.138 0.228
H 0.834 -2.050 5.763 -0.228 -0.145 -0.159 0.197
H 0.493 -3.425 4.705 -0.136 0.104 0.144 0.171
```
Positions in Å, forces in eV/Å.

Output
Electronic energy ... -28704.053 eV
Total charge ... +1
Largest force on an atom ... 2.41 eV/A
Energy above the lowest of the compared OMol25 structures with the same formula, charge and spin ... 0.0 kcal per mole

Record 6
Here is C5H9NO as an isolated structure from the Open Molecules 2025 dataset. Energies are from wB97M-V/def2-TZVPD.

```
16
Properties=species:S:1:pos:R:3:forces:R:3:nbo_charge:R:1
C 1.676 -0.606 0.012 0.116 -0.913 -0.006 -0.205
C 0.155 0.668 0.376 -0.934 0.366 0.294 -0.070
C -1.183 1.264 -0.073 0.850 -0.095 -0.426 -0.073
C -1.165 -1.153 0.154 -0.187 -0.883 0.332 -0.071
C 0.159 -0.653 -0.343 0.340 0.067 0.073 -0.278
H 2.390 -1.016 -0.732 -0.412 0.228 0.563 0.203
H 1.840 -1.035 1.021 0.303 0.366 -0.498 0.193
H 1.693 1.313 -0.817 0.135 -0.023 -0.600 0.351
H 0.095 0.449 1.468 0.013 0.274 -0.543 0.176
H -1.635 2.008 0.597 0.025 -0.397 -0.139 0.194
H -1.056 1.723 -1.094 -0.467 -0.579 0.736 0.170
H -1.609 -2.012 -0.407 0.127 0.825 0.558 0.200
H -1.096 -1.374 1.267 -0.327 0.052 -1.260 0.172
H 0.149 -0.494 -1.424 -0.433 0.143 -0.041 0.193
N 1.579 0.881 0.081 0.598 0.338 0.873 -0.607
O -1.992 0.037 -0.085 0.256 0.232 0.084 -0.547
```
Positions in Å, forces in eV/Å.

Output
Electronic energy ... -8865.609 eV
Largest force on an atom ... 1.30 eV/A
Energy above the lowest of the compared OMol25 structures with the same formula, charge and spin ... 83.1 kcal per mole

- The lowest electronic energy belongs to which entry?
  C21H37N3O26S6

- Which of these has the lowest largest force on an atom?
  C4H8O2

- largest force on an atom of number 2 (C4H8O2)?
  0.32 eV/A